[1]
Formula: C2H5PS
Source: the Open Molecules 2025 dataset
Level of theory: ωB97M-V/def2-TZVPD

Summary:
Net charge   0
DFT total energy   -818.65379 a.u.
E_LUMO   0.656 eV
ΔE to the lowest compared entry with this formula, charge and spin   27.7 kcal per mole
Maximum force   4.6 eV/Å
Orbital gap   9.1621 eV
M   92.10 g/mol
Structure (SMILES)   P[C@@H]1CS1

Positions of all 9 atoms, in Å:
S1 1.57 -0.41 -1.12
P1 -1.84 -0.52 -0.77
C1 0.99 0.59 0.28
C2 0.20 -0.63 -0.07
H1 -1.99 -0.45 0.65
H2 0.27 -1.54 0.58
H3 0.72 1.55 -0.01
H4 1.72 0.45 1.12
H5 -1.64 0.97 -0.67


[2]
Formula: C2H6
Source: the Open Molecules 2025 dataset
Level of theory: ωB97M-V/def2-TZVPD

Summary:
Net charge   0
DFT total energy   -79.75384 a.u.
E_LUMO   1.287 eV
ΔE to the lowest compared entry with this formula, charge and spin   23.9 kcal per mole
Maximum force   6.5 eV/Å
Orbital gap   12.6048 eV
M   30.07 g/mol
Structure (SMILES)   CC

Positions of all 8 atoms, in Å:
C1 0.16 -0.81 -0.03
C2 -0.13 0.69 -0.04
H1 -0.48 1.28 -0.92
H2 0.77 1.36 0.40
H3 0.90 -1.08 -0.83
H4 -0.75 -1.40 -0.16
H5 0.32 -1.07 1.00
H6 -0.78 1.02 0.59


[3]
Formula: C2H6AlF3O
Source: the Open Molecules 2025 dataset
Level of theory: ωB97M-V/def2-TZVPD

Summary:
Net charge   0
DFT total energy   -696.72892 a.u.
E_LUMO   -6.447 eV
ΔE to the lowest compared entry with this formula, charge and spin   175.8 kcal per mole
Maximum force   3.6 eV/Å
Orbital gap   4.9821 eV
M   130.05 g/mol

Positions of all 13 atoms, in Å:
Al1 -28.69 -6.95 29.16
F1 -28.21 -9.79 29.21
F2 -30.91 -5.22 28.95
F3 -29.52 -8.03 31.73
O1 -28.81 -6.52 26.32
C1 -30.18 -5.86 24.64
C2 -29.48 -5.34 25.89
H1 -30.82 -6.70 24.92
H2 -28.01 -6.62 25.79
H3 -30.16 -4.87 26.60
H4 -29.57 -6.12 23.78
H5 -28.77 -4.56 25.60
H6 -30.96 -5.16 24.30


[4]
Formula: C2H6AlN2S
Source: the Open Molecules 2025 dataset
Level of theory: ωB97M-V/def2-TZVPD

Summary:
Net charge   -1
DFT total energy   -830.02247 a.u.
E_LUMO   3.407 eV
Maximum force   0.7 eV/Å
Orbital gap   7.5190 eV
M   117.13 g/mol

Positions of all 12 atoms, in Å:
S1 3.12 -1.73 0.58
Al1 -0.79 -0.55 0.79
N1 -0.28 1.66 -1.11
N2 0.96 -0.39 1.71
C1 1.85 -0.98 1.21
C2 -0.47 0.17 -1.06
H1 0.56 1.88 -0.60
H2 -1.29 -0.09 -1.73
H3 -1.90 0.33 1.57
H4 0.41 -0.28 -1.51
H5 -1.13 -2.13 0.77
H6 -1.04 2.10 -0.61


[5]
Formula: C2H6Br2Si
Source: the Open Molecules 2025 dataset
Level of theory: ωB97M-V/def2-TZVPD

Summary:
Net charge   0
DFT total energy   -5517.15726 a.u.
E_LUMO (spin up / spin down)   -0.470 / -0.275 eV
ΔE to the lowest compared entry with this formula, charge and spin   131.1 kcal per mole
Maximum force   3.6 eV/Å
Orbital gap (spin up / spin down)   8.1741 / 8.1835 eV
M   217.96 g/mol

Positions of all 11 atoms, in Å:
Br1 1.54 2.17 -0.07
Br2 -2.99 0.09 0.16
Si1 1.27 -1.08 0.43
C1 0.70 0.69 0.76
C2 -1.54 0.50 -0.97
H1 -0.04 -1.70 0.63
H2 1.50 -1.31 -0.96
H3 2.36 -1.58 1.42
H4 0.06 1.08 1.45
H5 -1.35 -0.34 -1.64
H6 -1.50 1.48 -1.22


[6]
Formula: C2H6BrClN5
Source: the Open Molecules 2025 dataset
Level of theory: ωB97M-V/def2-TZVPD

Summary:
Net charge   +1
DFT total energy   -3387.45497 a.u.
E_LUMO   -4.037 eV
ΔE to the lowest compared entry with this formula, charge and spin   10.6 kcal per mole
Maximum force   6.5 eV/Å
Orbital gap   8.5123 eV
M   215.46 g/mol
Structure (SMILES)   [H]/N=C(\[NH+]=C(N)N)N(Cl)Br

Positions of all 15 atoms, in Å:
Br1 2.82 1.07 0.86
Cl1 1.81 0.50 3.65
N1 -1.29 0.77 -0.92
N2 -0.74 0.13 1.95
N3 -0.45 -1.04 -2.14
N4 0.50 -0.30 -0.01
N5 1.74 0.11 2.01
C1 -0.42 -0.21 -1.01
C2 0.25 0.00 1.32
H1 0.17 -1.80 -2.16
H2 -2.06 0.97 -1.55
H3 -0.70 -0.68 -3.03
H4 1.30 -0.95 -0.21
H5 -1.62 -0.24 1.65
H6 -1.31 1.67 -0.42


[7]
Formula: C2H6BrN3
Source: the Open Molecules 2025 dataset
Level of theory: ωB97M-V/def2-TZVPD

Summary:
Net charge   0
DFT total energy   -2817.96878 a.u.
E_LUMO (spin up / spin down)   0.159 / 0.158 eV
ΔE to the lowest compared entry with this formula, charge and spin   23.6 kcal per mole
Maximum force   2.6 eV/Å
Orbital gap (spin up / spin down)   8.4789 / 8.4793 eV
M   152.00 g/mol
Structure (SMILES)   BrN1CCNN1

Positions of all 12 atoms, in Å:
Br1 1.73 0.51 2.52
N1 -0.37 1.21 0.02
N2 1.68 0.23 0.41
N3 1.13 1.26 -0.18
C1 -0.64 -0.20 0.37
C2 0.76 -0.86 0.24
H1 0.93 -1.49 1.03
H2 0.90 -1.38 -0.67
H3 1.56 2.18 -0.28
H4 -0.94 1.47 -0.83
H5 -0.92 -0.12 1.43
H6 -1.37 -0.51 -0.35


[8]
Formula: C2H6BrN3
Source: the Open Molecules 2025 dataset
Level of theory: ωB97M-V/def2-TZVPD

Summary:
Net charge   +2
DFT total energy   -2817.37714 a.u.
E_LUMO   -10.517 eV
ΔE to the lowest compared entry with this formula, charge and spin   15.2 kcal per mole
Maximum force   4.6 eV/Å
Orbital gap   9.9813 eV
M   152.00 g/mol
Structure (SMILES)   [NH2+]=CNC(=[NH2+])Br

Positions of all 12 atoms, in Å:
Br1 -2.88 1.57 -1.50
N1 1.87 0.53 0.02
N2 -2.19 -0.77 0.08
N3 -0.30 0.60 -0.67
C1 -1.81 0.30 -0.64
C2 0.59 0.21 0.22
H1 0.53 -0.45 1.18
H2 -3.12 -1.04 0.02
H3 -1.73 -1.66 0.14
H4 2.60 0.44 0.75
H5 2.21 1.17 -0.70
H6 -0.04 1.16 -1.55


[9]
Formula: C2H6BrO
Source: the Open Molecules 2025 dataset
Level of theory: ωB97M-V/def2-TZVPD

Summary:
Net charge   -1
DFT total energy   -2729.09818 a.u.
E_LUMO   3.924 eV
ΔE to the lowest compared entry with this formula, charge and spin   23.7 kcal per mole
Maximum force   2.5 eV/Å
Orbital gap   7.1355 eV
M   125.97 g/mol

Positions of all 10 atoms, in Å:
Br1 -18.13 -1.41 -8.73
O1 -20.65 -1.82 -5.64
C1 -20.31 -1.01 -6.73
C2 -21.59 -0.71 -7.43
H1 -19.82 -0.10 -6.39
H2 -22.10 0.05 -6.85
H3 -21.37 -0.19 -8.36
H4 -19.69 -1.58 -7.42
H5 -22.24 -1.51 -7.79
H6 -21.57 -1.74 -5.41


[10]
Formula: C2H6BrOS
Source: the Open Molecules 2025 dataset
Level of theory: ωB97M-V/def2-TZVPD

Summary:
Net charge   +1
DFT total energy   -3126.88334 a.u.
E_LUMO   -6.399 eV
ΔE to the lowest compared entry with this formula, charge and spin   9.2 kcal per mole
Maximum force   8.2 eV/Å
Orbital gap   9.9363 eV
M   158.04 g/mol

Positions of all 11 atoms, in Å:
Br1 2.60 -0.40 0.04
S1 0.52 0.49 -0.03
O1 0.43 1.93 0.12
C1 -0.16 -0.22 1.49
C2 -0.44 -0.08 -1.45
H1 -0.80 -1.11 1.06
H2 -1.48 0.15 -1.31
H3 -0.15 0.39 -2.45
H4 -0.11 -1.16 -1.52
H5 0.48 -0.56 2.13
H6 -0.89 0.58 1.91


[11]
Formula: C2H6CdO2
Source: the Open Molecules 2025 dataset
Level of theory: ωB97M-V/def2-TZVPD

Summary:
<S²>   0.7550
Net charge   +1
DFT total energy   -397.62007 a.u.
2S+1   2
E_LUMO (spin up / spin down)   -4.664 / -8.580 eV
ΔE to the lowest compared entry with this formula, charge and spin   0.0 kcal per mole
Maximum force   2.8 eV/Å
Orbital gap (spin up / spin down)   10.4721 / 6.5342 eV
M   174.48 g/mol

Positions of all 11 atoms, in Å:
Cd1 -0.81 -1.93 -0.10
O1 0.81 -0.87 -0.45
O2 -2.44 -2.47 0.52
C1 1.25 0.39 -0.33
C2 0.30 1.40 0.26
H1 1.66 0.68 -1.34
H2 -0.53 1.53 -0.46
H3 -3.24 -2.66 0.02
H4 2.24 0.32 0.21
H5 0.14 1.13 1.31
H6 0.62 2.47 0.37


[12]
Formula: C2H6Cl2N2O2S
Source: the Open Molecules 2025 dataset
Level of theory: ωB97M-V/def2-TZVPD

Summary:
Net charge   0
DFT total energy   -1658.22028 a.u.
E_LUMO   0.092 eV
ΔE to the lowest compared entry with this formula, charge and spin   4.4 kcal per mole
Maximum force   6.1 eV/Å
Orbital gap   9.9520 eV
M   193.06 g/mol

Positions of all 15 atoms, in Å:
Cl1 -1.68 1.83 1.12
Cl2 -1.86 -0.11 3.19
S1 -0.58 -0.83 0.84
O1 -1.85 -1.16 0.42
O2 0.20 -1.76 1.66
N1 0.30 -0.32 -0.42
N2 -0.85 0.64 2.00
C1 -0.24 0.35 -1.64
C2 1.78 -0.07 -0.32
H1 -0.11 -0.23 -2.50
H2 2.13 -0.35 -1.36
H3 -1.42 0.11 -1.48
H4 -0.18 1.48 -1.73
H5 2.12 1.02 -0.28
H6 2.24 -0.60 0.50